A gas-phase ion, C5H4IN2O2 (charge -1) at a distorted geometry, computed with the ωB97M-V functional and the def2-TZVPD basis.

Each line ends with the natural charge from an NBO analysis.
Atoms and positions in Å:
O: -1.936 -2.420 1.196  -0.72
C: -2.090 -2.375 0.013  0.75
O: -2.136 -3.229 -0.860  -0.69
C: -2.027 -0.880 -0.608  0.07
I: -3.939 0.875 -0.029  -0.44
N: -0.830 -0.305 -0.368  -0.25
C: -0.132 -0.277 0.851  -0.01
C: 0.967 0.475 0.718  -0.35
C: 0.922 0.770 -0.657  -0.03
N: -0.176 0.421 -1.284  -0.25
H: -2.328 -0.709 -1.634  0.22
H: -0.496 -0.907 1.667  0.27
H: 1.843 0.742 1.458  0.23
H: 1.645 1.439 -1.120  0.19

Properties
- ΔE to the lowest compared entry with this formula, charge and spin (kJ/mol) = 125.2
- HOMO-LUMO gap (eV) = 7.5898
- highest occupied orbital energy (eV) = -4.98
- calculated total energy (hartree) = -750.6497
- charge = -1


A single C20H25NO4 molecule at a distorted geometry, computed with the ωB97M-V functional and the def2-TZVPD basis.

Each line ends with the natural charge from an NBO analysis.
Atoms and positions in Å:
C: -7.478 -0.918 1.055  -0.20
O: -6.543 0.146 0.349  -0.47
C: -5.351 -0.280 0.101  0.39
C: -4.773 -1.646 0.262  -0.32
C: -3.521 -1.755 0.167  -0.19
C: -2.785 -0.793 -0.312  -0.12
C: -1.406 -0.737 -0.911  -0.06
C: -0.493 -2.072 -0.660  -0.35
C: 0.912 -1.785 -0.899  0.74
O: 1.431 -0.987 -1.666  -0.65
O: 1.456 -3.016 -0.411  -0.54
C: 2.945 -3.273 -0.795  -0.11
C: 3.904 -2.353 0.165  0.64
O: 4.525 -3.064 1.038  -0.67
N: 3.598 -1.137 0.220  -0.63
C: 4.303 -0.206 1.361  -0.14
C: 4.634 1.115 0.752  -0.41
C: 3.280 1.518 0.254  0.01
C: 3.045 1.958 -1.073  -0.17
C: 1.655 2.291 -1.506  -0.43
C: 0.918 3.000 -0.499  -0.37
C: 0.883 2.341 0.671  -0.43
C: 2.253 2.141 1.168  -0.43
C: -3.342 0.577 -0.886  -0.13
C: -4.698 0.790 -0.562  -0.27
H: -8.354 -0.461 1.065  0.19
H: -7.136 -1.111 1.858  0.16
H: -7.745 -1.743 0.391  0.19
H: -5.226 -2.417 0.909  0.23
H: -2.937 -2.732 0.387  0.23
H: -0.684 -0.064 -1.338  0.24
H: -0.953 -2.715 -0.105  0.18
H: 3.079 -4.235 -0.795  0.19
H: 3.064 -2.790 -1.793  0.19
H: 2.902 -0.552 -0.170  0.45
H: 5.188 -0.759 1.738  0.23
H: 3.689 -0.105 1.969  0.14
H: 4.830 1.775 1.804  0.22
H: 5.180 0.999 -0.020  0.21
H: 3.813 1.371 -1.606  0.20
H: 1.940 3.046 -2.432  0.20
H: 1.072 1.603 -1.938  0.23
H: -0.106 3.186 -1.115  0.20
H: 1.303 4.047 -0.101  0.19
H: 0.159 2.612 1.453  0.22
H: 0.563 1.419 0.548  0.20
H: 2.339 1.537 2.178  0.19
H: 2.561 3.031 1.628  0.21
H: -2.805 1.547 -1.204  0.23
H: -5.088 1.658 -0.693  0.20

Properties
- ΔE to the lowest compared entry with this formula, charge and spin (kJ/mol) = 1735.5
- HOMO-LUMO gap (eV) = 7.1420
- highest occupied orbital energy (eV) = -7.65
- calculated total energy (hartree) = -1132.2425
- charge = 0


A single C3H5FN2 molecule at a distorted geometry, computed with the ωB97M-V functional and the def2-TZVPD basis.

Each line ends with the natural charge from an NBO analysis.
Atoms and positions in Å:
C: -0.959 -0.233 -0.436  -0.17
C: -0.964 0.168 0.830  -0.12
C: 0.418 -0.485 -0.996  -0.31
N: 1.387 -0.299 0.039  -0.44
N: 0.232 0.189 1.515  0.09
F: 0.629 1.482 1.891  -0.26
H: -1.838 -0.429 -1.021  0.22
H: -1.848 0.408 1.403  0.23
H: 0.470 -1.540 -1.311  0.21
H: 0.583 0.157 -1.875  0.20
H: 1.891 0.583 -0.039  0.35

Properties
- ΔE to the lowest compared entry with this formula, charge and spin (kJ/mol) = 423.5
- HOMO-LUMO gap (alpha / beta) (eV) = 9.7426 / 9.7434
- highest occupied orbital energy (alpha / beta) (eV) = -9.34 / -9.35
- calculated total energy (hartree) = -326.5088
- charge = 0


A single C3H9ClNO2P molecule at a distorted geometry, computed with the ωB97M-V functional and the def2-TZVPD basis.

Each line ends with the natural charge from an NBO analysis.
Atoms and positions in Å:
C: -0.628 -1.492 -0.453  -0.64
C: -0.880 -0.049 -0.253  0.10
C: -2.280 0.227 0.364  -0.62
O: 0.151 0.597 0.418  -0.79
P: 1.644 0.478 -0.192  2.19
N: 2.487 1.657 0.661  -1.17
O: 1.582 0.633 -1.657  -1.08
Cl: 2.399 -1.294 0.496  -0.29
H: -0.544 -1.840 0.549  0.20
H: -1.314 -2.177 -0.898  0.23
H: 0.298 -1.509 -0.977  0.22
H: -0.849 0.345 -1.180  0.18
H: -2.496 -0.505 1.220  0.20
H: -3.071 0.067 -0.298  0.22
H: -2.374 1.338 0.639  0.22
H: 3.045 2.253 0.065  0.43
H: 2.830 1.271 1.494  0.41

Properties
- ΔE to the lowest compared entry with this formula, charge and spin (kJ/mol) = 0.0
- HOMO-LUMO gap (eV) = 11.3982
- highest occupied orbital energy (eV) = -10.72
- calculated total energy (hartree) = -1126.5667
- charge = 0


Among the records above, which one has the lowest charge?
C5H4IN2O2